[1]
Here is a molecular structure, C18H20O4 in a non-equilibrium geometry from the Open Molecules 2025 dataset. Energies are from wB97M-V/def2-TZVPD.

## Properties
E_HOMO, eV: -8.3
Energy relative to the best compared isomer or geometry (same formula, charge and spin), kcal/mol: 290.0
Max |F|, eV Å⁻¹: 12.78

The geometry in ORCA input format:
```
! wB97M-V def2-TZVPD RIJCOSX def2/J DEFGRID3
* xyz 0 1
O -1.3315 0.7273 0.0070
O 3.7463 2.4503 3.4338
O 4.2216 3.2973 1.4443
O -2.4948 -2.8489 0.1197
C -2.7651 -3.0201 -3.9511
C 3.4221 2.6372 2.3490
C -2.1728 -0.2670 0.4833
C 4.8881 5.1914 2.9680
C -3.4688 -3.7576 -3.1520
C 2.2453 1.9469 1.8023
C -0.2351 1.0034 0.8553
C 1.4956 1.0841 2.3122
C -1.6245 -1.6695 0.6794
C 5.1755 3.8454 2.0547
C 1.8529 2.3707 0.5370
C -2.5448 -2.6499 -1.2536
C -3.1538 -3.9788 -1.6799
C 0.3060 0.5814 2.0706
C -1.7001 -1.9058 -2.1214
C 0.6068 1.8914 -0.1210
C -1.9756 -1.8660 -3.3869
C -4.1497 -4.9660 -3.9650
H -0.5204 -1.7473 0.1970
H -3.8235 -4.4831 -1.1840
H 5.7475 4.0661 1.2682
H -4.9710 -4.5627 -4.5784
H 4.2942 5.1104 3.9789
H -3.6444 -5.8221 -4.1819
H -1.5274 -2.0759 1.7055
H -1.2376 -1.0782 -1.7392
H -1.2704 -1.4146 -4.1704
H -0.2819 -0.1656 2.5020
H 0.0999 2.3894 -1.0486
H -2.9786 -0.4768 0.0281
H -2.5740 -0.0162 1.8021
H -2.7857 -3.2178 -5.0269
H 5.7821 5.6894 3.2173
H 2.3559 3.1215 -0.0249
H 4.3811 6.0074 2.5884
H 5.7832 3.1327 2.6693
H 1.6088 0.8307 3.5340
H -4.7814 -5.3843 -3.0224
*
```

***

[2]
Here is a molecular structure, C18H21AsF6N4O9P2RuS in a non-equilibrium geometry from the Open Molecules 2025 dataset. Energies are from wB97M-V/def2-TZVPD.

## Properties
E_HOMO (alpha / beta), eV: -15.1 / -15.1
Energy relative to the best compared isomer or geometry (same formula, charge and spin), kcal/mol: 103.4
Max |F|, eV Å⁻¹: 10.14

The geometry in ORCA input format:
```
! wB97M-V def2-TZVPD RIJCOSX def2/J DEFGRID3
* xyz 2 5
Ru 0.0423 0.7141 0.8701
As -0.6044 4.1271 4.7093
S -0.2468 -1.3580 -1.8734
P 0.2355 3.1671 -0.3206
P 2.0830 3.5607 -2.9816
F -0.1843 5.3642 3.4567
F 0.7044 3.0503 4.0721
F -1.9578 5.1520 5.3455
F -1.7013 3.4631 3.4473
F -1.0374 2.7533 5.7195
F 0.5808 4.7899 5.8774
O 1.2065 2.1042 0.4110
O 2.0564 2.1275 -3.9328
O -1.1430 2.5567 -0.1206
O -1.9427 0.2005 2.9741
O 2.2096 4.6663 -3.9465
O 0.8111 -1.6989 -2.8065
O 0.3882 4.6320 0.3162
O -1.0183 -0.1755 -2.2419
O 2.8768 3.4631 -1.7221
N 1.5604 -0.1532 1.9764
N -0.4708 2.4996 -2.8000
N -1.0336 0.4570 2.2195
N 0.5817 -0.8844 -0.4578
C -1.3771 -2.6785 -1.8265
C 1.9209 -1.3960 1.4496
C 2.8554 -2.0274 3.6553
C 2.0629 0.2485 3.1898
C -1.4552 -3.5163 -2.9319
C 2.7253 -3.8497 0.3180
C 2.6322 -2.3975 2.2754
C -2.4411 -4.5225 -2.8697
C -0.2785 4.9620 -2.2065
C 1.6394 -1.6796 0.0597
C 2.2295 -2.8663 -0.5302
C 2.8835 -3.6681 1.6940
C 0.4265 3.6053 -2.0255
C 2.8437 -0.6799 3.9382
C -3.3458 -4.5910 -1.8099
C -4.2547 -5.7102 -1.6384
C -3.3365 -3.6258 -0.8103
C -2.4145 -2.5918 -0.8896
H -4.5540 -5.8301 -0.5985
H 0.3012 5.7954 -1.8147
H 0.0611 2.2080 -3.6194
H -1.3185 5.0099 -1.8222
H 2.9624 -4.7874 -0.1584
H -5.1419 -5.5682 -2.2464
H 3.3047 -4.4458 2.3462
H 3.0165 -2.7909 4.4471
H 0.1065 4.5969 1.2519
H 2.5396 1.4446 -3.4033
H -2.5197 -5.3132 -3.6206
H -4.1383 -3.7855 -0.0633
H 3.3271 -0.3028 4.8369
H -0.7254 1.6366 -2.2941
H 1.8353 1.2671 3.5039
H -2.4070 -1.7584 -0.2025
H 2.3419 -3.0018 -1.5987
H -1.3007 2.9718 -3.1744
H -0.8372 -3.3858 -3.7991
H -3.8455 -6.6781 -1.9437
H -0.3205 5.1239 -3.2593
*
```

***

[3]
Here is C18H21B2F9NO5PS in the gas phase in a non-equilibrium geometry from the Open Molecules 2025 dataset. Energies are from wB97M-V/def2-TZVPD.

## Properties
E_HOMO, eV: -8.8
Structure (SMILES): CCOB(O)c1ccc(B(O)CC)c2c1C(=O)C(CCC(F)(F)C(F)(F)S(F)(F)(F)(F)F)=C([PH2]=N)C2=O
Max |F|, eV Å⁻¹: 4.61

The geometry in ORCA input format:
```
! wB97M-V def2-TZVPD RIJCOSX def2/J DEFGRID3
* xyz 0 1
S -6.6036 -1.9657 1.4240
P -0.7517 2.9960 2.0095
F -8.0781 -2.6994 1.1383
F -6.4607 -1.7313 -0.2148
F -7.4330 -0.5487 1.6812
F -5.2924 0.8291 0.3422
F -5.8638 -3.4754 1.1895
F -5.0559 -0.6353 3.1325
F -6.7531 -2.4099 3.0475
F -4.0202 -2.2928 1.9958
F -3.7305 -0.8158 -0.3746
O 0.8429 3.5115 -0.7930
O 4.8387 3.4003 -0.1945
O -0.8551 -1.3624 -1.0850
O 2.6906 -4.0163 -0.8195
O 0.8493 -3.3936 -2.3110
N 0.4669 3.8415 2.6335
C 4.3856 0.3672 -1.8302
C 2.3987 -1.3822 -1.4441
C 1.9347 1.2274 -0.9265
C -0.6600 0.4543 0.5676
C -4.9367 -1.2057 1.8230
C 2.6764 3.6572 -3.6088
C 2.7818 -3.7908 0.6098
C 1.7735 -4.7433 1.4704
C 3.3942 1.4896 -1.3419
C -0.1769 1.8021 0.6684
C 3.8895 -1.0925 -1.8620
C -1.7717 -0.1671 1.5525
C 0.9068 2.3217 -0.4127
C -3.1475 0.6585 1.4512
C 1.4322 -0.2679 -0.9977
C -0.0785 -0.5221 -0.5852
C -4.3537 -0.1773 0.7499
C 3.7919 4.0702 -2.5331
B 1.9759 -2.9704 -1.5013
B 4.0147 3.0051 -1.3287
H 0.8247 -4.3728 -2.3619
H 4.6014 -1.9208 -2.2044
H -1.7675 3.8570 1.4592
H 4.8773 4.3886 -0.2377
H -3.4600 1.1480 2.4296
H 2.9725 2.8016 -4.3020
H -1.4480 -0.1283 2.6606
H 4.7886 4.1654 -3.1158
H 2.5176 4.5817 -4.2865
H 2.6981 -2.7011 0.9341
H -1.8494 -1.2704 1.2850
H 1.3732 -5.5105 0.7293
H 5.4532 0.5753 -2.1634
H 3.8418 -4.1326 0.9238
H 0.9703 -4.0507 1.9001
H 2.2956 -5.2512 2.3468
H 1.3403 3.5618 2.1413
H -2.9480 1.5279 0.7150
H 3.5957 5.1055 -2.0879
H -1.3539 2.2556 3.0841
H 1.6555 3.4043 -3.1713
*
```

***

[4]
Here is a molecular structure, C18H21BFN4O3Tl in a non-equilibrium geometry from the Open Molecules 2025 dataset. Energies are from wB97M-V/def2-TZVPD.

## Properties
E_HOMO, eV: -7.7
Energy relative to the best compared isomer or geometry (same formula, charge and spin), kcal/mol: 12.2
Max |F|, eV Å⁻¹: 1.15

The geometry in ORCA input format:
```
! wB97M-V def2-TZVPD RIJCOSX def2/J DEFGRID3
* xyz 0 1
Tl 5.0992 0.7794 -3.6452
F 0.0231 -2.8686 -0.9634
O 3.8413 0.0357 -1.6120
O 5.0033 2.6410 -2.1376
O 4.5161 4.1648 -0.5742
N -4.1425 -3.0618 0.2619
N -1.8158 -1.4930 0.5665
N 1.4983 2.0353 1.0461
N 2.4953 0.2299 -3.7684
C 3.3847 2.1047 -0.4732
C 0.6496 2.7778 1.9374
C 3.1969 0.7191 -0.8202
C 1.1276 0.7730 0.6118
C -1.9048 -2.7809 1.2284
C 1.9794 0.0945 -0.2592
C 1.6229 -1.1517 -0.7723
C -3.3544 -3.0804 1.5472
C 1.3586 0.0667 -3.6306
C 4.4054 3.0609 -1.1049
C 2.5624 2.6498 0.4568
C -2.5405 -1.4834 -0.7034
C 1.2953 3.5834 3.0173
C -4.0074 -1.7373 -0.4505
C -0.1117 0.2066 0.9426
C 0.5457 2.3297 3.3665
C -0.4787 -1.0008 0.3882
C 0.4160 -1.6789 -0.4395
B -0.2110 -0.1060 -3.4112
H -3.4825 -4.0618 2.0001
H -0.4142 2.4145 3.8568
H -0.8228 0.7315 1.5642
H -1.4866 -3.6011 0.6240
H -4.5773 -1.7965 -1.3755
H -0.7030 -0.5333 -4.4328
H 1.1337 1.4660 3.6456
H -0.2413 3.1865 1.4722
H -2.4317 -0.5054 -1.1718
H 0.8520 4.5393 3.2545
H -3.7872 -3.7980 -0.3531
H 2.2828 -1.6321 -1.4809
H 2.7329 3.6830 0.7300
H 2.3737 3.5533 3.0802
H -0.6655 0.9842 -3.1195
H -4.4391 -0.9875 0.2105
H -5.1234 -3.2685 0.4443
H -0.3704 -0.9031 -2.4835
H -2.1506 -2.2228 -1.4179
H -3.7889 -2.3128 2.1851
H -1.3447 -2.7446 2.1625
*
```

***

[5]
Here is a molecular structure, C18H21BrGaNO2S3Sb from the Open Molecules 2025 dataset. Energies are from wB97M-V/def2-TZVPD.

## Properties
E_HOMO (alpha / beta), eV: -0.4 / -0.4
Max |F|, eV Å⁻¹: 0.62

The geometry in ORCA input format:
```
! wB97M-V def2-TZVPD RIJCOSX def2/J DEFGRID3
* xyz -2 2
Sb -0.2467 5.1695 0.2747
Br 2.3905 -2.0992 2.1321
Ga 0.8456 2.1472 0.9686
S 1.7746 4.2441 1.3548
S -1.2352 2.8906 0.1314
S -1.4704 6.3189 1.8736
O 0.5413 0.4352 3.4717
O -0.3641 2.4782 3.3959
N 0.1660 -0.8987 0.9804
C 3.2139 -0.3212 -1.1606
C -1.1164 -0.8235 0.6360
C 0.8595 -1.7549 -2.0354
C 2.0466 0.5072 -1.7090
C 0.5937 -2.0256 1.4927
C -3.4571 -1.6946 0.3897
C 0.3522 1.4637 2.8465
C 2.5080 1.1120 -3.0533
C -1.4448 -1.8613 -2.7326
C -0.2657 -2.4985 -2.3771
C -0.1862 -3.1617 1.6414
C -1.5162 -3.0712 1.2647
C -1.4901 -0.4712 -2.7271
C 0.8285 -0.3623 -2.0320
C -2.0141 -1.8766 0.7679
C 1.6996 1.6323 -0.7558
C -0.9638 2.2936 4.6659
C -0.3693 0.2662 -2.3783
H 1.7523 2.6056 -1.2515
H -0.3829 2.8256 5.4232
H 3.3900 1.7355 -2.8874
H -2.1684 -3.9327 1.3655
H -1.0135 1.2359 4.9243
H -0.2189 -3.5820 -2.3532
H -0.4387 1.3465 -2.3053
H 1.7638 -2.2767 -1.7491
H -1.4348 0.1366 0.2355
H -3.9915 -1.1307 1.1569
H -1.9590 2.7331 4.6084
H 2.9157 -0.8989 -0.2892
H 2.7570 0.3262 -3.7746
H 3.6148 -1.0042 -1.9190
H 4.0116 0.3554 -0.8509
H -3.5396 -1.1367 -0.5435
H -3.9561 -2.6573 0.2641
H -2.3244 -2.4400 -2.9924
H 0.2292 -4.0681 2.0578
H -2.4109 0.0478 -2.9680
H 1.7246 1.7410 -3.4785
*
```

***

[6]
Here is a molecular structure, C18H21CdCl2F5N5S in a non-equilibrium geometry from the Open Molecules 2025 dataset. Energies are from wB97M-V/def2-TZVPD.

## Properties
E_HOMO, eV: -1.9
Energy relative to the best compared isomer or geometry (same formula, charge and spin), kcal/mol: 503.7
Max |F|, eV Å⁻¹: 13.09

The geometry in ORCA input format:
```
! wB97M-V def2-TZVPD RIJCOSX def2/J DEFGRID3
* xyz -1 1
Cd 0.3064 0.0745 0.1573
Cl -3.0300 0.0252 -3.5108
Cl 1.7963 1.5729 -1.7955
S -1.5272 -2.5961 1.0137
F -0.0469 3.1372 -0.7157
F 3.0578 2.3993 -2.3545
F 1.4079 2.3277 0.6999
F 2.1422 -1.0593 -1.8991
F 2.6908 -0.1215 0.0175
N 0.5070 0.2417 2.3232
N -1.6695 -1.6352 3.5029
N -2.4276 -0.2620 1.7339
N 2.3456 0.4057 3.7509
N -0.9834 0.2858 -1.5157
C 3.3902 -0.2727 4.5071
C -1.8818 -1.4667 2.1633
C 1.5748 -0.2623 2.8636
C 2.8523 -1.0592 5.7056
C 0.8459 1.3756 -2.8935
C 1.2376 2.1834 5.1046
C -2.4012 0.6182 3.8974
C 1.0519 1.7113 -4.2838
C 2.1576 0.3145 -1.3174
C -1.4466 0.6697 -3.8290
C 0.2120 1.5238 -5.3183
C -0.5516 0.7376 -2.6711
C 1.9477 -1.6692 2.4983
C -1.0963 0.9854 -5.0903
C 2.1780 1.8395 3.9510
C -1.9050 -0.6391 4.3120
C -2.6440 0.7653 2.5673
C 1.1305 2.2477 -0.7707
H -1.7863 0.8475 -5.9118
H 1.9104 -2.3373 3.3573
H -2.5377 -0.1533 0.7242
H 2.0418 2.1379 -4.4224
H 1.6101 1.7651 6.0407
H 4.0960 0.4804 4.8560
H 0.2373 1.7863 4.9255
H 2.9485 -1.6845 2.0661
H 3.6151 -1.7454 6.0760
H 1.8277 2.2871 3.0196
H 0.5174 1.8009 -6.3190
H 3.9342 -0.9451 3.8445
H 1.1673 3.2654 5.2200
H 2.5628 -0.3966 6.5215
H -2.9970 1.6896 2.1301
H 3.1629 2.2632 4.1519
H -2.5676 1.4240 4.5949
H 1.9759 -1.6407 5.4220
H 0.3289 1.2037 2.5885
H 1.2520 -2.0329 1.7466
H -1.6730 -0.8209 5.3581
*
```

***

[7]
Here is C18H21Cl2N7O2 in the gas phase in a non-equilibrium geometry from the Open Molecules 2025 dataset. Energies are from wB97M-V/def2-TZVPD.

## Properties
E_HOMO, eV: -8.2
Structure (SMILES): CN(C)/C(=N/CCn1cnc2c1c(=O)n(C)c(=O)n2C)Nc1c(Cl)cccc1Cl
Max |F|, eV Å⁻¹: 3.61

The geometry in ORCA input format:
```
! wB97M-V def2-TZVPD RIJCOSX def2/J DEFGRID3
* xyz 0 1
Cl -0.5959 -2.1731 2.1849
Cl 4.7820 -1.5111 2.3778
O 0.1575 3.6814 -1.1274
O -3.6107 4.8049 -3.0592
N -3.4470 2.6309 -2.4901
N 2.2297 -1.3680 1.0965
N -1.5481 4.1374 -2.3937
N -1.2204 1.1358 -0.1322
N 1.5789 -3.2541 -0.3427
N 1.0309 -1.0209 -0.8795
N -3.0968 0.5288 -1.2505
C -4.8126 2.1910 -2.7153
C 2.2881 -4.2245 0.4590
C 0.1487 0.9447 0.3984
C 0.8171 -3.8004 -1.4138
C -2.7456 1.7914 -1.6240
C 1.0797 0.4167 -0.5756
C -2.1843 0.1956 -0.3535
C 3.2401 -1.7149 3.1710
C -1.5519 2.0966 -1.0508
C 0.9113 -2.2560 4.4576
C 2.1043 -2.2419 5.2385
C 1.5422 -1.8890 -0.0214
C -0.9569 3.3608 -1.4003
C -1.0847 5.5255 -2.8638
C 3.2570 -1.8944 4.5510
C -2.9186 3.9178 -2.6709
C 2.0770 -1.6495 2.4080
C 0.9045 -2.0047 3.0427
H 0.5572 1.9172 0.6100
H 1.7091 -4.5061 1.3110
H -1.3080 6.1431 -2.0341
H 2.1628 -2.3025 6.3241
H 0.4001 -4.8174 -1.1546
H 2.0891 0.8932 -0.5021
H 3.2249 -1.1680 0.7229
H -1.5947 5.8994 -3.6951
H -5.3277 1.7061 -1.9028
H -4.8990 1.4408 -3.5413
H 0.7884 0.7720 -1.5130
H 3.2789 -3.7644 0.7874
H 0.0742 0.3442 1.3253
H -5.4898 2.9787 -3.0147
H -0.0829 -3.1410 -1.4035
H 1.4009 -3.7844 -2.3607
H 0.0369 -2.7035 4.9401
H 2.4500 -5.1391 -0.1768
H -2.0707 -0.6904 0.2922
H -0.0432 5.4501 -3.1035
H 4.2681 -1.8847 5.0681
*
```

***

[8]
Here is a molecular structure, C18H21ClIN4O2PdS2 in a non-equilibrium geometry from the Open Molecules 2025 dataset. Energies are from wB97M-V/def2-TZVPD.

## Properties
E_HOMO (alpha / beta), eV: -15.9 / -16.7
Energy relative to the best compared isomer or geometry (same formula, charge and spin), kcal/mol: 75.3
Max |F|, eV Å⁻¹: 5.95

The geometry in ORCA input format:
```
! wB97M-V def2-TZVPD RIJCOSX def2/J DEFGRID3
* xyz 3 5
I -2.0545 -1.4862 3.7412
Pd 0.3772 -0.3168 -0.9368
Cl -2.4126 -6.3963 0.8662
S 2.4191 -1.7865 -0.5785
S 3.4087 0.3335 1.1941
O -0.4393 1.4477 -1.2019
O -0.6938 -0.9060 0.9532
N -0.5558 -2.3658 -1.5275
N 4.6293 -1.8956 0.9022
N -0.4941 3.2656 0.2024
N -2.3328 2.8121 -1.2268
C -1.6271 -2.6981 2.0951
C -1.0454 2.4020 -0.6792
C 3.6229 -1.2461 0.5357
C -2.8081 2.1424 -2.2845
C -0.9768 -4.3588 -2.8227
C 5.5377 -1.1785 1.8809
C -3.0623 3.8951 -0.7318
C -1.1680 -4.2430 -0.3441
C -0.8473 -2.1860 0.8937
C -1.0995 4.5753 0.5425
C -0.4086 -3.0605 -2.6688
C 0.7097 2.9715 1.0825
C -0.9274 -2.9068 -0.3780
C -1.3888 -4.9770 -1.6748
C 5.2525 0.2978 1.7382
C -2.0980 5.0478 -0.4917
C -2.1147 -3.9250 2.0183
C -1.8765 -4.7373 0.8619
H 1.3514 2.6829 0.2592
H -2.5509 -4.2879 2.9786
H -2.5151 2.9959 -3.1164
H -0.1663 5.1572 0.5795
H -2.1276 1.3176 -2.4539
H -1.9434 -5.8135 -2.0260
H 0.1763 -2.3026 -3.2726
H -0.9720 -5.0219 -3.7143
H -3.7701 4.0024 -1.5268
H 0.6684 1.9205 1.4505
H 4.9223 -2.8165 0.6016
H 5.4687 -1.7104 2.9690
H 1.0897 3.6605 1.9093
H 6.5685 -1.3179 1.6881
H -3.4937 3.7584 0.1665
H -2.5787 5.9492 -0.1036
H -1.5492 5.3394 -1.3759
H -3.8505 1.8931 -2.3149
H 5.2890 0.7871 2.7358
H 5.9291 0.8331 1.0696
H -1.4713 4.4530 1.5359
*
```

***

[9]
Here is a molecular structure, C18H21ClN2O3Os in a non-equilibrium geometry from the Open Molecules 2025 dataset. Energies are from wB97M-V/def2-TZVPD.

## Properties
E_HOMO (alpha / beta), eV: -6.5 / -9.0
Max |F|, eV Å⁻¹: 8.38

The geometry in ORCA input format:
```
! wB97M-V def2-TZVPD RIJCOSX def2/J DEFGRID3
* xyz 0 5
Os -0.1446 -1.2321 -2.0951
Cl 0.1944 -3.4247 -0.8441
O 0.8345 1.3255 0.2367
O -2.2979 -1.9024 0.9025
O -0.9823 0.3620 4.5363
N -1.4407 -0.8297 2.6757
N -0.5188 -0.4565 0.5199
C 2.7535 1.5737 2.5881
C 1.7497 0.1582 -2.1219
C -0.1800 2.4834 2.5917
C -2.5067 -2.0339 -2.0188
C -1.3045 -0.9661 -3.6792
C -1.5622 2.7843 2.0368
C 1.1838 -0.1252 -3.3985
C 2.1503 -2.0700 -2.5687
C 1.4045 -1.5347 -3.6705
C 0.1693 0.5832 0.9999
C -2.5180 -0.6766 -1.7288
C -1.4451 -1.1083 1.2934
C 1.6122 0.7112 3.0971
C -0.7795 0.1649 3.3364
C 0.2095 0.9926 2.5022
C -1.6165 0.0077 -2.6454
C -1.6513 -2.2571 -3.1718
C 2.3695 -1.0256 -1.6186
H -2.1328 -1.3537 3.2029
H 2.7839 -1.1428 -0.6222
H -2.9563 -2.8284 -1.4357
H -1.6229 2.5533 0.9655
H 1.2035 -2.0475 -4.6030
H -0.8662 -0.7528 -4.6329
H 1.7651 1.1402 -1.6436
H 2.8969 1.4315 1.5124
H 2.4655 -3.1041 -2.4685
H 3.6684 1.2742 3.1105
H -2.3339 2.2156 2.5749
H -1.4786 1.0826 -2.7428
H 1.8370 -0.3495 2.9021
H 1.5364 0.8217 4.1896
H 0.5758 3.0483 2.0308
H -0.1229 2.7806 3.6477
H 2.5765 2.6356 2.7874
H -3.0549 -0.1731 -0.9269
H -1.4651 -3.2073 -3.6767
H -1.7687 3.8503 2.1666
H 0.8103 0.6214 -4.0933
*
```

***

Question: Number 5 is which compound?
Answer: C18H21BrGaNO2S3Sb

***

Question: What is the max |F| in the fifth record?
Answer: 0.62 eV Å⁻¹

***

Question: Which formula does entry 9 have?
Answer: C18H21ClN2O3Os